# 1
Computed, not measured: a cluster of 2 separate species, C17H21N2O7S in total, with wB97M-V/def2-TZVPD.

Each line ends with the Mulliken charge.
CARTESIAN COORDINATES (ANGSTROEM)
N: -0.89248 -0.04087 -2.68523  -0.618
C: -1.37860 -1.30653 -3.37238  -0.207
C: -0.18604 -1.96442 -4.24976  -0.536
O: -0.15464 -3.43019 -4.19547  -0.334
C: 0.56594 -3.88183 -3.04696  0.217
O: 1.80739 -4.01349 -2.98727  -0.435
C: -0.34008 -4.22752 -1.75425  0.584
C: -1.23810 -5.49573 -1.61859  -0.520
C: -2.04947 -5.64026 -0.30219  -0.314
N: -1.97476 -4.67152 0.79537  -0.042
C: -1.13039 -3.50683 0.70529  0.068
C: -0.96325 -2.41033 1.89990  -0.477
O: 0.46162 -2.29409 2.11341  -0.354
C: 0.91789 -0.94075 1.99884  0.389
C: 2.16420 -0.69731 1.06372  -0.267
C: 2.80146 0.69959 0.87348  -0.521
C: 2.24046 1.95429 1.61718  -0.321
C: 0.98407 1.71363 2.52148  -0.351
C: 0.32971 0.29443 2.72740  -0.354
C: -0.28240 -3.21387 -0.58206  -0.009
H: -1.28540 -0.03510 -1.72466  0.192
H: -1.37388 0.74728 -3.15236  0.258
H: -2.18641 -0.98382 -4.12243  0.366
H: -1.84102 -2.02212 -2.61144  0.214
H: -0.36223 -1.66144 -5.33455  0.306
H: 0.80312 -1.56232 -3.82484  0.338
H: -1.26056 -6.22825 -2.48864  0.417
H: -2.70093 -6.58462 -0.20741  0.344
H: -2.53859 -4.87174 1.63228  0.315
H: -1.47395 -1.43181 1.59689  0.360
H: -1.40925 -2.90379 2.83387  0.286
H: 2.62052 -1.58713 0.51478  0.388
H: 3.72441 0.84684 0.21753  0.331
H: 2.73871 2.98577 1.48675  0.427
H: 0.57298 2.63919 3.06756  0.305
H: -0.56786 0.18374 3.41986  0.340
H: 0.38396 -2.27200 -0.60769  0.283
C: -0.52341 6.13214 0.95830  -0.316
C: -0.34023 6.26194 2.46291  -0.328
O: 0.97464 5.76732 2.71942  -0.296
S: 1.92343 6.10106 1.44477  1.094
O: 2.65622 7.29690 1.73010  -0.546
O: 2.55391 4.88549 1.02022  -0.569
O: 0.74414 6.46779 0.39299  -0.314
H: -0.76004 5.10189 0.67675  0.279
H: -1.29842 6.79862 0.57803  0.317
H: -1.08205 5.69234 3.02303  0.310
H: -0.37436 7.30944 2.77606  0.299

largest force on an atom: 5.3 eV Å⁻¹
electronic energy: -46100.5966 eV
HOMO level: -11.1 eV
total charge: +1
lowest unoccupied orbital energy: -5.0 eV


# 2
Computed, not measured: an isolated molecule of C17H21N3O4S, with wB97M-V/def2-TZVPD.

Each line ends with the Mulliken charge.
CARTESIAN COORDINATES (ANGSTROEM)
C: -3.45606 3.13787 -0.66067  -1.010
O: -2.65321 2.02952 -0.31708  -0.309
C: -3.25823 0.88141 0.05961  0.677
C: -4.63197 0.64785 0.06252  -0.826
C: -5.12491 -0.58585 0.44953  -0.794
C: -4.28544 -1.62157 0.84342  0.535
C: -4.84601 -2.94645 1.25894  -1.571
C: -2.91742 -1.38080 0.84529  -0.174
C: -2.41870 -0.15416 0.46355  -0.250
S: -0.65420 0.12982 0.48941  1.720
O: -0.33913 1.26054 1.30762  -0.752
O: -0.04136 -1.13344 0.83246  -0.963
N: -0.27413 0.48038 -1.07608  0.216
C: 0.12420 1.80471 -1.47731  -0.974
C: -0.06471 -0.60414 -2.00428  -0.821
C: 1.44179 -0.85746 -2.18812  0.561
O: 2.02780 -0.60007 -3.22019  -0.667
N: 2.02000 -1.35239 -1.08284  -0.061
C: 3.44993 -1.43950 -0.93025  -0.782
C: 3.99400 -0.51894 0.13393  0.108
C: 3.22958 0.48438 0.72175  0.249
C: 3.81674 1.28340 1.68898  -0.725
C: 5.14105 1.06264 2.03182  -0.416
C: 5.81484 0.03704 1.38679  -0.305
N: 5.26077 -0.73346 0.46924  -0.515
H: -4.10665 3.43321 0.16740  0.386
H: -4.06246 2.93297 -1.54874  0.392
H: -2.75969 3.94582 -0.87704  0.255
H: -5.32259 1.42032 -0.23596  0.437
H: -6.19340 -0.74571 0.44389  0.415
H: -4.04856 -3.65109 1.47546  0.340
H: -5.47493 -3.35852 0.47145  0.361
H: -5.46131 -2.83352 2.15053  0.342
H: -2.21184 -2.13815 1.14947  0.444
H: 0.03084 2.44191 -0.60243  0.360
H: 1.15781 1.81537 -1.83374  0.350
H: -0.53022 2.17264 -2.27128  0.222
H: -0.50596 -0.35174 -2.97378  0.487
H: -0.55095 -1.49052 -1.59515  0.362
H: 1.44542 -1.48225 -0.25469  0.350
H: 3.89520 -1.17836 -1.89679  0.374
H: 3.74769 -2.46514 -0.68842  0.305
H: 2.19683 0.63669 0.45011  0.446
H: 3.24073 2.06281 2.16587  0.455
H: 5.63502 1.66383 2.77920  0.385
H: 6.84935 -0.18618 1.61481  0.380

largest force on an atom: 1.0 eV Å⁻¹
energy relative to the best compared isomer or geometry (same formula, charge and spin): 245.0 kJ/mol
SMILES: COc1ccc(C)cc1S(=O)(=O)N(C)CC(=O)NCc1ccccn1
electronic energy: -41465.1441 eV
HOMO level: -9.0 eV
total charge: 0
lowest unoccupied orbital energy: 0.5 eV


# 3
Computed, not measured: an isolated molecule of C17H21N7OS, with wB97M-V/def2-TZVPD.

Each line ends with the Mulliken charge.
CARTESIAN COORDINATES (ANGSTROEM)
C: -0.31826 0.51374 4.96413  -0.787
N: 0.04912 1.91008 4.96303  -0.302
C: -0.31161 2.81108 3.94029  0.368
O: -0.69284 3.79288 4.44657  -0.632
N: -0.52785 2.52583 2.54982  0.358
C: 0.38071 1.63039 1.75630  -1.202
C: -0.25718 0.74130 0.77460  -0.127
N: -1.35681 1.44437 0.02440  0.197
C: -2.03920 0.59190 -0.86923  -1.647
C: -1.28688 0.02727 -2.08128  0.956
C: -1.21802 0.78810 -3.22298  -0.680
C: -0.40670 0.49025 -4.23170  -0.692
N: 0.21848 -0.70017 -4.31527  -0.686
C: 0.12752 -1.53966 -3.33575  -0.008
N: 0.80834 -2.63314 -3.62563  -0.115
C: 1.95553 -2.92887 -2.97327  0.447
N: 2.97242 -3.38306 -3.64258  -0.614
C: 3.98050 -3.70506 -2.75685  -0.492
C: 3.84593 -3.18089 -1.46756  0.394
C: 4.88180 -3.07420 -0.45573  0.073
N: 5.77918 -3.11818 0.26618  -0.460
S: 2.25281 -2.52430 -1.26750  0.080
C: -0.63132 -1.25808 -2.15129  1.347
C: -0.82381 -2.28348 -1.05230  -2.173
C: -2.26011 2.25572 0.79616  -0.693
C: -1.59819 3.22089 1.80132  -0.765
H: -1.32265 0.48845 4.59808  0.320
H: -0.20857 0.03173 5.94537  0.334
H: 0.21066 -0.11092 4.26635  0.189
H: -0.12657 2.49724 5.84796  0.293
H: 1.00782 1.06711 2.44470  0.440
H: 0.98394 2.33770 1.22593  0.339
H: -0.77833 -0.10877 1.36396  0.165
H: 0.38549 0.36315 -0.02979  0.321
H: -2.23884 -0.25323 -0.26906  0.613
H: -3.08582 0.94383 -1.15771  0.549
H: -1.69429 1.71570 -3.19836  0.541
H: -0.39386 1.04149 -5.15056  0.408
H: 0.93463 -2.73694 -4.58425  0.299
H: 5.00591 -4.08563 -3.00083  0.381
H: -0.52004 -3.29245 -1.35841  0.447
H: -0.28245 -2.07035 -0.10098  0.258
H: -1.84924 -2.43001 -0.82158  0.648
H: -2.99871 1.60455 1.34572  0.347
H: -2.82714 2.95251 0.08517  0.291
H: -1.25328 4.07467 1.26524  0.351
H: -2.47222 3.55547 2.44914  0.322

largest force on an atom: 6.1 eV Å⁻¹
SMILES: CNC(=O)N1CCN(Cc2ccnc(Nc3ncc(C#N)s3)c2C)CC1
electronic energy: -41280.3450 eV
HOMO level: -8.8 eV
total charge: 0
lowest unoccupied orbital energy: 0.1 eV


# 4
Computed, not measured: a cluster of 2 separate species, C17H21NO6 in total, with wB97M-V/def2-TZVPD.

Each line ends with the Mulliken charge.
CARTESIAN COORDINATES (ANGSTROEM)
C: -2.89784 0.41941 1.36982  -1.064
C: -1.36231 0.67112 0.80507  0.682
C: -1.03388 1.26912 -0.71835  -0.576
C: 0.53178 1.52655 -1.16122  -0.267
C: 1.69326 1.15505 -0.06539  0.476
C: 3.26661 1.47095 -0.53173  -0.632
C: 3.48095 3.09409 -0.19541  0.391
C: 4.00929 3.57379 1.11924  0.215
C: 4.47119 2.74733 2.46014  -0.365
N: 5.50634 1.66410 2.21293  -0.536
C: 3.94692 5.21274 0.82653  0.255
O: 4.02404 6.05247 1.87891  -0.517
O: 3.77386 5.57440 -0.61961  -0.239
C: 3.11555 4.36822 -1.19998  0.319
O: 2.33018 4.23345 -2.27249  -0.501
C: 1.42912 0.54355 1.44779  -0.318
C: -0.14185 0.29804 1.87443  -0.658
H: -2.80477 -0.41495 2.21609  0.280
H: -3.67342 0.13908 0.53669  0.254
H: -3.32046 1.37637 1.91401  0.320
H: -1.88191 1.52223 -1.49385  0.254
H: 0.86849 1.98186 -2.21140  0.233
H: 3.93185 0.77554 0.13836  0.247
H: 3.41876 1.28184 -1.69012  0.356
H: 3.49328 2.28836 2.96807  0.159
H: 4.99455 3.53379 3.18887  0.328
H: 6.27811 1.72372 2.92161  0.262
H: 5.03204 0.72548 2.30017  0.236
H: 2.36863 0.33116 2.11382  0.202
H: -0.42705 -0.10190 2.93665  0.200
C: -5.29967 -5.48997 -1.04343  -1.091
C: -5.46824 -4.13119 -1.70025  -0.172
O: -4.46114 -3.21196 -1.25806  -0.324
C: -3.22243 -3.40270 -1.77616  0.677
O: -2.89858 -4.26790 -2.57361  -0.568
O: -2.39202 -2.47791 -1.22870  -0.215
C: -1.02637 -2.63783 -1.60547  -0.482
H: -5.28225 -5.39087 0.04582  0.286
H: -6.11433 -6.16064 -1.32700  0.356
H: -4.35340 -5.96107 -1.33309  0.313
H: -6.43437 -3.70703 -1.40606  0.282
H: -5.46841 -4.20519 -2.79462  0.305
H: -0.91325 -2.65168 -2.69403  0.315
H: -0.62344 -3.55405 -1.16283  0.303
H: -0.46340 -1.78697 -1.21215  0.018

largest force on an atom: 9.2 eV Å⁻¹
energy relative to the best compared isomer or geometry (same formula, charge and spin): 1406.2 kJ/mol
SMILES: Cc1ccc(CC2=C(CN)C(=O)OC2=O)cc1.CCOC(=O)OC
electronic energy: -31731.2087 eV
HOMO level: -8.4 eV
total charge: 0
lowest unoccupied orbital energy: -1.2 eV


# 5
Computed, not measured: a cluster of 2 separate species, C17H21O5PS2 in total, with wB97M-V/def2-TZVPD.

Each line ends with the Mulliken charge.
CARTESIAN COORDINATES (ANGSTROEM)
O: 2.23655 1.43171 6.23680  -0.610
P: 2.19310 2.54520 5.24059  0.417
C: 2.42628 1.92696 3.52041  0.279
C: 3.35758 2.46932 2.73026  -0.632
C: 3.57687 1.97909 1.31450  0.112
O: 4.60273 2.26995 0.76059  -0.572
C: 2.46436 1.19525 0.69303  0.210
C: 2.45981 1.05137 -0.68712  -1.015
C: 1.42583 0.30994 -1.28513  -0.440
C: 0.42314 -0.21636 -0.47728  -0.621
C: 0.41487 -0.07224 0.92167  0.403
C: -0.73117 -0.69330 1.69342  -0.844
C: -1.44007 0.28902 2.67441  -0.797
C: -1.66040 -0.43204 4.03502  -0.669
S: -1.83436 0.72785 5.43133  -0.262
C: 1.46936 0.62509 1.52474  0.798
C: 1.58328 0.76575 3.00851  0.476
O: 1.09644 0.01796 3.80674  -0.486
H: 3.28124 3.43126 5.45843  0.034
H: 0.98923 3.28451 5.31697  0.094
H: 3.98128 3.27397 3.10871  0.324
H: 3.25611 1.48266 -1.27759  0.482
H: 1.44184 0.17488 -2.35740  0.373
H: -0.36375 -0.78272 -0.96816  0.459
H: -0.45742 -1.63570 2.17160  0.447
H: -1.48649 -0.96857 0.94808  0.380
H: -2.43453 0.56616 2.31926  0.459
H: -0.86521 1.19997 2.82234  0.369
H: -0.77800 -1.03477 4.24303  0.317
H: -2.50535 -1.11422 3.92972  0.419
H: -0.69552 0.48066 6.12728  0.142
O: -1.59217 -0.63007 -2.63232  -0.666
S: -1.95501 -1.79939 -3.40186  1.202
O: -2.40547 -3.00704 -2.75966  -0.731
C: -3.13610 -1.31291 -4.65184  -0.756
C: -2.27661 -0.90709 -5.84488  -0.560
C: -1.17250 -1.96735 -5.94489  -0.658
C: -0.61371 -2.18179 -4.53273  -0.514
H: -3.75934 -0.50749 -4.27016  0.400
H: -3.74811 -2.18452 -4.88200  0.357
H: -2.86599 -0.84840 -6.75859  0.349
H: -1.83179 0.07469 -5.66700  0.292
H: -1.59709 -2.90130 -6.31847  0.284
H: -0.38582 -1.66713 -6.63554  0.356
H: -0.29570 -3.20809 -4.36767  0.423
H: 0.20780 -1.50073 -4.31713  0.176

largest force on an atom: 2.5 eV Å⁻¹
SMILES: O=[PH2]C1=CC(=O)c2cccc(CCCS)c2C1=O.O=S1(=O)CCCC1
electronic energy: -59165.3180 eV
HOMO level: -8.6 eV
total charge: 0
lowest unoccupied orbital energy: -1.2 eV


# 6
Computed, not measured: a structure of composition C17H22BNO13P2STeZn, with wB97M-V/def2-TZVPD.

Each line ends with the Mulliken charge.
CARTESIAN COORDINATES (ANGSTROEM)
Zn: 0.62600 0.25046 -0.37438  1.638
O: 1.49214 2.62281 1.13092  -0.394
P: -0.13976 2.71299 1.17098  0.757
O: -0.59297 3.55596 2.29280  -0.863
O: -0.55758 1.26288 1.05185  -0.704
O: -0.45244 3.45737 -0.22299  -0.231
P: -0.35591 2.80240 -1.71055  0.585
O: 0.19452 4.07416 -2.55282  -0.541
O: 0.78942 1.81503 -1.67067  -0.840
O: -1.69817 2.42670 -2.19119  -0.677
H: 1.87640 3.45254 0.83168  0.254
H: -0.56937 4.49814 -2.95759  0.305
C: 2.05146 -4.99911 -1.38071  -0.777
S: 0.53853 -4.05409 -1.63942  -0.030
C: 1.07763 -3.01985 -3.00672  -0.448
H: 2.24694 -5.69983 -2.19624  0.375
H: 1.95387 -5.55936 -0.45082  0.282
H: 2.91042 -4.33595 -1.27507  0.081
H: 1.88605 -2.36192 -2.68294  0.085
H: 0.22820 -2.39884 -3.29331  0.055
H: 1.40816 -3.62983 -3.85013  0.418
C: -0.72330 1.46004 4.83137  -0.867
Te: 0.19635 -0.20233 3.86164  0.480
C: 0.77748 -1.12117 5.72179  -1.056
H: -0.05161 1.83134 5.60410  0.310
H: -1.67769 1.17121 5.26625  0.329
H: -0.86484 2.22858 4.07152  0.141
H: -0.09640 -1.38256 6.31580  0.300
H: 1.42408 -0.45071 6.28551  0.300
H: 1.33086 -2.02848 5.48316  0.242
O: -1.74732 -1.23324 -3.39302  -0.834
C: -1.74612 -0.81413 -2.23036  0.144
O: -0.75078 -0.80560 -1.44578  -0.654
C: -3.08484 -0.33675 -1.66793  -0.115
C: -4.20226 -0.36856 -2.49605  -0.448
C: -5.43789 0.04904 -2.03845  -0.530
C: -5.53183 0.49553 -0.72769  0.262
C: -4.43600 0.54200 0.12099  -0.727
C: -3.20813 0.11909 -0.36134  0.255
N: -6.83639 0.93317 -0.23032  0.999
O: -7.78428 0.93536 -1.00382  -0.658
O: -6.93532 1.26006 0.94005  -0.638
H: -4.06740 -0.72216 -3.50885  0.445
H: -6.31456 0.03903 -2.66816  0.451
H: -4.54129 0.91154 1.12975  0.486
H: -2.33220 0.17772 0.26790  0.247
O: 3.34192 -1.41144 -0.09574  -0.206
B: 2.00741 -1.16848 0.33894  -0.127
O: 1.72254 -2.13819 1.33563  -0.070
C: 2.81743 -2.91863 1.47531  0.704
C: 3.01293 -4.00700 2.29729  -0.902
C: 4.25137 -4.64711 2.22257  -0.449
C: 5.24370 -4.20263 1.35751  -0.483
C: 5.03777 -3.09716 0.52891  -0.861
C: 3.81221 -2.47360 0.60890  0.561
H: 2.23078 -4.35150 2.96087  0.479
H: 4.44009 -5.50915 2.85088  0.363
H: 6.19260 -4.72378 1.32236  0.352
H: 5.79548 -2.74390 -0.15797  0.441

largest force on an atom: 0.6 eV Å⁻¹
electronic energy: -131905.3519 eV
HOMO level: -2.8 eV
total charge: -2
lowest unoccupied orbital energy: 3.8 eV